DFT (wB97M-V/def2-TZVPD) results for a 2-piece molecular cluster, C6H12NO overall at a distorted geometry.

XYZ file:
```
20
Properties=species:S:1:pos:R:3:forces:R:3
C -2.1212 -1.6547 -0.8030 -1.67 -1.72 -0.58
O -3.1858 -0.9781 -0.9155 1.40 -0.87 0.01
C -0.8819 -0.4174 0.2755 -0.99 0.36 1.32
C -0.3717 0.4332 -0.8922 1.29 -1.20 0.72
C 0.5972 0.2247 0.2959 0.33 3.67 -1.94
C 2.0198 0.0253 0.0229 -0.20 -0.56 1.41
C 2.8807 1.1882 0.3448 1.08 0.90 1.53
N -1.8467 0.3799 1.0219 -0.16 0.01 -0.24
H -1.4502 -1.9205 -1.6662 -0.17 1.05 0.36
H -2.1243 -2.6162 -0.1727 -0.18 1.07 0.07
H -0.7194 -1.3600 0.8057 0.41 -0.28 -1.42
H 0.0220 -0.1179 -1.7326 -0.19 0.19 -0.30
H -0.7083 1.4684 -1.0438 -0.59 -0.99 0.32
H 0.3576 1.0804 0.9614 0.91 -0.42 -0.12
H 2.4983 -0.7678 -0.5249 -0.51 -0.24 -0.41
H 2.5527 2.2252 0.0717 -0.28 -0.49 -0.40
H 3.1860 1.3803 1.4188 -0.51 -0.30 -0.09
H 3.8912 1.0964 -0.0624 -0.06 -0.22 -0.55
H -2.7491 0.1352 0.5743 0.21 0.33 0.55
H -1.8469 0.1955 2.0205 -0.11 -0.26 -0.24
```
Positions in Å, forces in eV/Å.

- Total charge: -1
- Spin multiplicity: 1
- E_HOMO: -0.753 eV
- E_LUMO: 3.9440 eV
- Largest force on an atom: 4.2 eV Å⁻¹
- ΔE to the lowest compared entry with this formula, charge and spin: 5.355 eV


DFT (wB97M-V/def2-TZVPD) results for an isolated ion of composition C6H12NO and charge -2 at a distorted geometry.

XYZ file:
```
20
Properties=species:S:1:pos:R:3:forces:R:3
C -2.1733 -0.4396 0.0361 -0.12 0.40 -0.58
N -0.8328 0.0854 -0.1174 -0.24 -1.05 -1.00
C -0.3902 0.2115 -1.5085 1.63 0.09 0.86
C 1.1012 0.5917 -1.2312 -0.80 0.66 -0.75
C 1.5404 -0.4483 -0.2052 0.13 -0.54 -0.69
C 0.2805 -0.5621 0.6267 -0.60 3.01 2.64
C 0.5256 0.4812 1.8987 1.63 -1.07 -0.64
O 1.4566 0.0436 2.7721 -0.13 -0.29 0.38
H -2.3118 -1.4609 -0.3324 0.17 -0.47 0.08
H -2.8474 0.1390 -0.6225 0.11 0.07 0.37
H -2.5493 -0.3786 1.0641 0.21 0.02 -0.07
H -0.4005 -0.7341 -2.0854 -0.23 0.06 0.12
H -0.8967 0.9964 -2.0570 -0.47 0.24 0.08
H 1.1196 1.5636 -0.7254 -0.29 -0.06 0.00
H 1.6461 0.8006 -2.1609 0.42 -0.73 0.13
H 1.8288 -1.3934 -0.6923 -0.09 0.12 -0.01
H 2.3701 -0.1292 0.4372 -0.14 -0.07 -0.04
H 0.0555 -1.4780 1.1629 -0.10 -0.60 -0.54
H -0.4518 0.7184 2.3522 -0.42 -0.01 -0.18
H 0.9294 1.3927 1.3882 -0.68 0.24 -0.15
```
Positions in Å, forces in eV/Å.

- Total charge: -2
- Spin multiplicity: 2
- E_HOMO (alpha / beta): 4.109 / 0.667 eV
- E_LUMO (alpha / beta): 6.7818 / 6.8047 eV
- Largest force on an atom: 4.1 eV Å⁻¹
- ΔE to the lowest compared entry with this formula, charge and spin: 0.000 eV


DFT (wB97M-V/def2-TZVPD) results for C6H12NO as an isolated structure at a distorted geometry.

XYZ file:
```
20
Properties=species:S:1:pos:R:3:forces:R:3
C -2.4495 0.2579 -0.1792 -0.17 -3.16 -0.61
O -3.4162 0.3467 0.5442 0.29 0.02 0.03
C -0.9635 0.3465 0.1581 -3.29 -0.32 -0.59
C -0.0202 0.1194 -1.0122 0.43 2.52 -0.12
C 1.3726 0.2938 -0.3837 -0.40 -1.00 0.81
C 1.9702 1.5422 -0.2855 1.02 -0.23 0.25
C 2.5893 -0.9007 1.4000 1.37 1.34 -2.60
N 1.6876 -0.8126 0.2594 -0.13 -0.41 0.23
H -2.5078 0.1158 -1.2661 -0.64 0.40 -0.48
H -3.9400 -2.1256 -0.6389 -0.22 0.02 -0.13
H -0.7184 -0.0821 1.1070 0.12 0.24 0.59
H -1.6474 1.2673 0.2354 3.36 2.20 0.68
H -0.1607 -0.8395 -1.5068 0.14 -0.04 0.21
H -0.1614 0.9568 -1.7375 -0.08 -0.79 0.19
H 2.9919 1.6822 0.1868 -1.63 -0.02 -0.67
H 1.4149 2.3437 -0.7532 0.49 0.36 0.06
H 1.9684 -0.8056 2.2763 0.15 -0.70 0.56
H 3.2027 -1.7866 1.1693 -0.59 -0.14 1.17
H 3.3362 -0.0739 1.3954 -0.41 -0.16 0.34
H -4.5488 -1.8456 -0.9690 0.17 -0.12 0.08
```
Positions in Å, forces in eV/Å.

- Total charge: 0
- Spin multiplicity: 2
- E_HOMO (alpha / beta): -8.911 / -9.284 eV
- E_LUMO (alpha / beta): 0.9068 / -1.1533 eV
- Largest force on an atom: 4.1 eV Å⁻¹
- ΔE to the lowest compared entry with this formula, charge and spin: 3.349 eV


> Among the records above, which one has the lowest spin multiplicity?

number 1